DFT (ωB97M-V/def2-TZVPD) results for one molecule with the formula C3H4OS at a distorted geometry.

```
9
Properties=species:S:1:pos:R:3
C -0.166 0.529 -0.538
C -0.250 -0.285 0.691
C 1.021 0.818 -1.316
O -1.159 -1.950 2.571
S -1.709 -1.107 1.480
H -1.087 0.844 -0.847
H 0.730 -0.432 1.187
H 1.794 0.274 -1.005
H 0.827 1.307 -2.221
```

Output
Frontier orbital gap (alpha / beta) ... 7.9 / 7.5 eV
Total energy ... -590.01069 Ha
ΔE to the lowest compared entry with this formula, charge and spin ... 3.101 eV

***

DFT (ωB97M-V/def2-TZVPD) results for C27H29N3OPPtS as an isolated structure.

```
63
Properties=species:S:1:pos:R:3
Pt -1.381 0.273 0.002
O -3.211 -1.371 1.412
C -2.044 -1.294 1.089
C -1.087 -2.403 1.451
C -1.540 -3.546 2.100
C -0.670 -4.600 2.335
C 0.654 -4.509 1.923
C 1.122 -3.355 1.309
C 0.254 -2.291 1.086
P 0.767 -0.702 0.370
C 2.440 -0.996 -0.274
C 2.571 -1.406 -1.600
C 3.823 -1.713 -2.113
C 4.945 -1.603 -1.304
C 4.819 -1.186 0.015
C 3.570 -0.880 0.534
C 1.044 0.413 1.787
C 1.620 1.657 1.511
C 1.801 2.585 2.520
C 1.404 2.284 3.818
C 0.834 1.052 4.100
C 0.654 0.116 3.089
H -2.575 -3.587 2.416
H -1.020 -5.492 2.836
H 1.330 -5.337 2.091
H 2.162 -3.282 1.017
H 1.691 -1.481 -2.229
H 3.925 -2.031 -3.141
H 5.922 -1.842 -1.702
H 5.697 -1.099 0.642
H 3.474 -0.556 1.563
H 1.937 1.887 0.499
H 2.257 3.542 2.301
H 1.541 3.010 4.609
H 0.530 0.813 5.110
H 0.214 -0.845 3.324
C -1.215 5.403 -2.050
C -0.037 4.437 -1.863
C 0.582 4.064 -3.217
C 1.020 5.041 -0.928
C -0.550 3.205 -1.240
N -0.961 2.251 -0.758
H -0.843 6.321 -2.506
H -1.675 5.653 -1.094
H -1.974 4.975 -2.703
H 0.944 4.973 -3.696
H -0.153 3.597 -3.871
H 1.422 3.381 -3.091
H 1.373 5.977 -1.362
H 1.873 4.372 -0.813
H 0.602 5.252 0.056
S -2.022 -0.549 -2.291
C -3.239 -1.627 -1.739
N -4.500 -1.292 -1.520
C -5.294 -2.392 -0.974
C -4.282 -3.562 -0.984
N -3.069 -2.921 -1.490
H -4.809 -0.337 -1.569
H -6.162 -2.587 -1.601
H -5.621 -2.153 0.036
H -4.590 -4.375 -1.640
H -4.113 -3.956 0.015
H -2.179 -3.374 -1.601
```

Output
Frontier orbital gap (alpha / beta) ... 7.0 / 7.3 eV
<S²> ... 2.0132
Total energy ... -2144.44576 Ha
ΔE to the lowest compared entry with this formula, charge and spin ... 0.000 eV
Multiplicity ... 3
Net charge ... +1

***

DFT (ωB97M-V/def2-TZVPD) results for a 2-piece molecular cluster, C15H18O2 overall at a distorted geometry.

```
35
Properties=species:S:1:pos:R:3
C -2.460 2.617 2.335
C -0.965 2.811 2.294
C -0.173 1.520 2.019
C -0.580 0.299 2.639
C 0.149 -0.838 2.345
C 1.148 -0.761 1.379
O 1.685 -1.901 0.857
C 1.690 0.451 0.997
C 1.064 1.627 1.394
H -2.864 2.273 1.378
H -2.970 3.539 2.610
H -2.782 1.872 3.049
H -0.621 3.546 1.545
H -0.478 3.348 3.106
H -1.403 0.475 3.309
H 0.025 -1.848 2.723
H 2.204 -1.813 0.052
H 2.595 0.497 0.401
H 1.508 2.573 1.108
C 0.048 2.097 -2.061
C 0.016 0.591 -2.203
C -1.226 0.010 -1.918
C -1.324 -1.403 -1.841
C -0.234 -2.229 -2.042
O -0.325 -3.571 -1.820
C 0.973 -1.645 -2.352
C 1.083 -0.262 -2.478
H 0.808 2.479 -1.374
H -0.886 2.495 -1.662
H 0.165 2.597 -3.030
H -2.185 0.486 -1.797
H -2.361 -1.696 -1.747
H -0.759 -3.826 -1.019
H 1.846 -2.290 -2.353
H 2.074 0.152 -2.629
```

Output
Frontier orbital gap ... 8.9 eV
Structure (SMILES) ... CCc1ccc(O)cc1.Cc1ccc(O)cc1
Total energy ... -732.81678 Ha
ΔE to the lowest compared entry with this formula, charge and spin ... 1.348 eV

***

DFT (ωB97M-V/def2-TZVPD) results for a 2-piece molecular cluster, C4H12 overall at a distorted geometry.

```
16
Properties=species:S:1:pos:R:3
C 2.264 -0.349 -0.525
C 1.719 -1.647 -0.765
H 1.417 0.449 -0.353
H 2.857 -0.305 0.256
H 2.763 -0.037 -1.386
H 2.105 -2.221 -1.508
H 0.647 -1.542 -1.065
H 1.784 -2.315 0.125
C -1.679 1.563 0.163
C -2.211 0.397 1.005
H -1.756 1.672 -0.937
H -2.002 2.565 0.662
H -0.684 1.716 0.513
H -1.779 0.447 2.151
H -2.075 -0.598 0.582
H -3.371 0.204 1.082
```

Output
Frontier orbital gap ... 12.0 eV
Structure (SMILES) ... CC.CC
Total energy ... -159.51620 Ha
ΔE to the lowest compared entry with this formula, charge and spin ... 1.871 eV

***

DFT (ωB97M-V/def2-TZVPD) results for C36H72O16 as an isolated structure at a distorted geometry.

```
124
Properties=species:S:1:pos:R:3
O 5.755 1.033 -3.884
C 5.318 2.143 -4.167
O 4.453 2.919 -3.434
C 3.857 2.334 -2.260
C 3.001 3.378 -1.607
C 5.486 2.742 -5.513
H 4.638 2.179 -1.629
H 3.376 1.504 -2.468
H 2.122 3.994 -2.023
H 3.767 4.155 -1.179
H 2.549 3.018 -0.712
H 5.148 2.380 -6.532
H 6.563 2.793 -5.613
H 4.924 3.622 -5.712
O 6.630 -0.891 -0.249
C 5.379 -0.664 0.016
O 4.977 0.284 0.882
C 5.883 1.077 1.625
C 5.142 1.890 2.704
C 4.298 -1.414 -0.569
H 6.356 1.748 1.016
H 6.653 0.536 1.983
H 4.421 1.242 3.160
H 4.655 2.638 2.009
H 5.723 2.581 3.183
H 3.337 -0.959 0.062
H 4.271 -2.570 -0.146
H 4.126 -1.347 -1.631
O -2.123 -3.650 0.623
C -1.534 -3.019 1.490
O -0.415 -3.464 2.203
C 0.226 -4.672 1.829
C 1.320 -5.078 2.836
C -2.088 -1.643 1.987
H 0.559 -4.812 0.943
H -0.364 -5.419 1.934
H 1.713 -6.047 2.551
H 1.099 -5.233 3.867
H 2.169 -4.360 2.866
H -3.016 -1.799 2.333
H -2.109 -0.835 1.266
H -1.653 -1.336 2.898
O 2.830 -2.568 -0.711
C 2.731 -3.344 -1.818
O 1.672 -3.501 -2.404
C 0.517 -2.672 -2.156
C -0.623 -3.192 -2.931
C 3.858 -4.253 -2.330
H 0.853 -1.492 -2.669
H 0.238 -2.704 -1.004
H -1.685 -2.676 -2.748
H -0.914 -4.172 -2.325
H -0.503 -3.508 -3.982
H 3.720 -4.106 -3.499
H 3.833 -5.262 -2.010
H 4.782 -3.773 -1.981
O -7.660 -4.468 1.462
C -7.450 -3.379 2.007
O -6.584 -2.373 1.566
C -5.777 -2.576 0.480
C -5.240 -1.146 0.064
C -8.228 -3.047 3.244
H -6.374 -2.733 -0.373
H -4.918 -3.163 0.352
H -4.567 -0.732 0.884
H -5.938 -0.478 -0.308
H -4.646 -1.498 -0.797
H -8.722 -4.015 3.594
H -9.110 -2.338 2.968
H -7.601 -2.703 4.019
O -1.186 1.973 4.482
C -0.096 2.096 4.110
O 0.949 1.249 4.367
C 0.638 0.019 5.019
C 1.931 -0.928 5.086
C 0.360 3.343 3.237
H -0.280 -0.433 4.625
H 0.576 0.259 6.114
H 2.579 -1.082 4.289
H 1.490 -1.797 5.324
H 2.512 -0.611 5.839
H 1.155 3.098 2.795
H 0.605 4.248 3.927
H -0.479 3.570 2.670
C -2.705 2.577 -0.520
C -3.692 2.627 0.680
O -4.905 3.114 0.567
C -3.156 2.089 1.998
H -1.691 2.451 -0.219
H -3.178 3.251 -1.334
H -3.099 1.587 -1.021
H -3.267 2.908 2.832
H -2.289 1.736 2.059
H -3.837 1.338 2.151
C -2.258 5.804 -0.706
C -1.365 4.611 -0.976
O -0.252 4.426 -0.229
C -1.641 3.915 -2.339
H -2.164 6.132 0.381
H -3.325 5.475 -0.793
H -2.118 6.710 -1.249
H -1.972 4.540 -3.033
H -2.499 3.043 -2.174
H -0.753 3.332 -2.629
C -1.832 -0.301 -5.534
C -1.444 0.920 -4.710
O -1.316 2.094 -5.310
C -1.044 0.590 -3.306
H -2.629 -0.797 -5.175
H -0.914 -0.951 -5.690
H -2.216 -0.017 -6.354
H -1.333 -0.319 -2.865
H -1.505 1.459 -2.720
H 0.087 0.713 -3.263
C 0.156 0.900 -0.405
C -0.783 -0.035 0.341
O -1.963 -0.350 -0.115
C -0.160 -0.639 1.687
H 0.566 1.758 0.309
H -0.311 1.239 -1.318
H 0.886 -0.012 -0.815
H 0.625 -1.138 1.554
H -0.888 -1.160 2.457
H 0.344 0.275 2.369
```

Output
Frontier orbital gap ... 8.5 eV
Total energy ... -2617.79981 Ha
ΔE to the lowest compared entry with this formula, charge and spin ... 25.795 eV